C41H36ClMnN6O3Sb as an isolated structure, computed with ωB97M-V/def2-TZVPD.

Cartesian coordinates (Å):
Mn -0.919 0.811 1.135
O 1.472 -0.907 -1.433
C 0.490 -0.355 -1.017
N -0.251 -0.733 0.131
C -0.046 -1.844 0.798
O 0.485 -2.868 0.229
C -0.575 -1.810 2.203
C -0.882 -2.921 2.963
C -1.348 -2.730 4.262
C -1.496 -1.446 4.744
C -1.240 -0.378 3.891
N -0.808 -0.555 2.648
C -0.024 0.940 -1.581
C 0.282 1.319 -2.872
C -0.165 2.558 -3.314
C -0.871 3.368 -2.442
C -1.132 2.912 -1.158
N -0.729 1.715 -0.740
H -0.795 -3.915 2.555
H -1.595 -3.583 4.879
H -1.844 -1.258 5.750
H -1.412 0.648 4.192
H 0.855 0.654 -3.502
H 0.039 2.884 -4.325
H -1.229 4.343 -2.744
H -1.693 3.506 -0.449
C 3.843 4.102 2.673
N 2.593 3.435 2.348
C 1.332 3.611 3.053
C 0.474 2.627 2.299
O -0.741 2.396 2.469
N 1.181 1.976 1.369
C 2.439 2.481 1.427
N 3.403 2.069 0.625
H 3.673 4.763 3.518
H 4.192 4.706 1.835
H 4.608 3.376 2.952
H 0.943 4.628 2.977
H 1.411 3.337 4.107
H 3.231 1.298 -0.002
H 4.343 2.423 0.687
Cl -5.400 4.945 -1.936
C -4.725 3.636 -1.035
C -4.520 2.410 -1.659
C -3.957 1.373 -0.942
C -3.591 1.536 0.399
C -2.959 0.445 1.149
C -3.833 2.772 1.010
C -4.398 3.819 0.302
H -4.810 2.279 -2.692
H -3.800 0.415 -1.425
H -3.100 -0.544 0.714
H -3.198 0.455 2.212
H -3.579 2.912 2.054
H -4.594 4.770 0.778
C 6.828 0.236 -0.607
C 6.819 0.377 0.775
C 5.796 -0.191 1.523
C 4.780 -0.916 0.899
C 4.794 -1.047 -0.488
C 5.815 -0.473 -1.237
Sb 3.114 -1.603 2.024
C 4.078 -2.575 3.650
C 3.246 -2.979 4.694
C 3.762 -3.665 5.783
C 5.120 -3.942 5.844
C 5.954 -3.539 4.812
C 5.437 -2.860 3.716
C 2.768 -3.411 0.932
C 3.793 -4.176 0.460
C 3.581 -5.393 -0.217
C 2.262 -5.833 -0.475
C 1.197 -5.135 -0.020
C 1.381 -3.936 0.835
H 7.630 0.670 -1.190
H 7.615 0.917 1.271
H 5.801 -0.067 2.601
H 4.009 -1.596 -0.995
H 5.823 -0.588 -2.312
H 2.183 -2.753 4.666
H 3.108 -3.980 6.586
H 5.528 -4.471 6.694
H 7.013 -3.760 4.855
H 6.102 -2.581 2.908
H 4.814 -3.837 0.600
H 4.424 -5.969 -0.569
H 2.104 -6.730 -1.058
H 0.181 -5.443 -0.232
H 0.996 -4.125 1.841

Output
**Energy relative to the best compared isomer or geometry (same formula, charge and spin)**: 225.7 kJ/mol
**E_tot**: -3989.177911 hartree
**Spin multiplicity**: 4
**Orbital gap (spin up / spin down)**: 5.779 / 6.367 eV
**Net charge**: +2

C41H36F2LaN3O4S5Sb as an isolated structure, computed with ωB97M-V/def2-TZVPD.

Cartesian coordinates (Å):
La 0.019 -0.282 0.375
C -1.116 3.725 -0.746
O -1.410 2.668 0.134
C -2.715 2.476 0.490
C -3.786 3.071 -0.158
C -5.083 2.789 0.264
C -5.298 1.933 1.331
C -4.216 1.355 1.986
C -2.924 1.613 1.572
N -1.740 1.060 2.142
N -1.894 0.711 3.347
C -0.787 0.333 4.061
C 0.549 0.558 3.614
O 0.853 0.928 2.440
C 1.593 0.412 4.612
C 1.339 -0.082 5.839
C 0.009 -0.407 6.272
C -0.238 -0.918 7.557
C -1.517 -1.184 7.981
C -2.586 -0.939 7.104
C -2.366 -0.448 5.841
C -1.058 -0.166 5.386
H -1.579 4.657 -0.407
H -1.448 3.505 -1.765
H -0.033 3.832 -0.742
H -3.622 3.724 -1.004
H -5.921 3.234 -0.257
H -6.306 1.702 1.650
H -4.358 0.675 2.815
H 2.598 0.633 4.282
H 2.159 -0.244 6.533
H 0.608 -1.104 8.210
H -1.698 -1.576 8.975
H -3.601 -1.150 7.422
H -3.194 -0.273 5.169
S 3.223 -4.670 1.630
Sb 2.460 -2.845 2.796
S 0.192 -2.458 2.168
S 3.973 -1.127 2.592
O -0.171 1.052 -1.954
S 0.049 1.502 -3.370
C 1.827 1.367 -3.606
C 2.499 2.225 -2.545
C 3.948 1.815 -2.290
C 4.371 2.170 -0.868
S 3.919 0.887 0.345
O 2.519 0.510 -0.076
C 4.978 -0.385 -0.349
C 6.347 -0.191 -0.455
C 7.147 -1.230 -0.908
C 6.576 -2.457 -1.225
C 5.207 -2.641 -1.099
C 4.398 -1.600 -0.668
C -0.489 0.215 -4.471
C -0.317 0.401 -5.839
C -0.772 -0.572 -6.712
C -1.409 -1.705 -6.214
C -1.583 -1.865 -4.850
C -1.125 -0.900 -3.961
H 2.048 1.673 -4.631
H 2.059 0.309 -3.458
H 1.950 2.072 -1.618
H 2.437 3.290 -2.796
H 4.616 2.280 -3.021
H 4.044 0.735 -2.418
H 3.886 3.086 -0.519
H 5.449 2.301 -0.758
H 6.804 0.746 -0.158
H 8.217 -1.083 -0.998
H 7.207 -3.279 -1.540
H 4.756 -3.606 -1.283
H 3.335 -1.736 -0.546
H 0.166 1.293 -6.222
H -0.633 -0.448 -7.779
H -1.769 -2.464 -6.898
H -2.072 -2.745 -4.453
H -1.246 -1.033 -2.898
N -7.338 -2.508 -2.163
C -6.327 -2.118 -1.770
C -5.059 -1.630 -1.285
C -4.432 -0.561 -1.921
C -3.195 -0.131 -1.461
C -2.504 -0.720 -0.387
C -3.209 -1.766 0.242
C -4.447 -2.226 -0.182
H -4.913 -0.084 -2.768
H -2.749 0.719 -1.976
H -2.782 -2.254 1.117
H -4.946 -3.039 0.333
F -0.311 -2.701 -1.554
C 0.937 -2.117 -1.174
F 1.429 -1.589 -2.444
H 1.590 -2.982 -1.008

Output
**Energy relative to the best compared isomer or geometry (same formula, charge and spin)**: 64.3 kJ/mol
**E_tot**: -4511.784802 hartree
**Spin multiplicity**: 2
**Orbital gap (spin up / spin down)**: 4.597 / 5.320 eV
**Net charge**: -2

C41H36IN2O8TeV as an isolated structure, computed with ωB97M-V/def2-TZVPD.

Cartesian coordinates (Å):
V -1.388 -2.135 -0.470
O 0.300 -6.048 0.216
C 0.350 -5.219 -0.846
O 1.336 -4.613 -1.161
C -0.973 -5.193 -1.602
O -1.947 -4.332 -1.012
C -2.477 -4.810 0.233
C -1.650 -4.262 1.398
O -1.868 -4.668 2.521
O -0.773 -3.382 1.028
H 1.111 -5.905 0.726
H -1.379 -6.207 -1.639
H -0.796 -4.813 -2.601
H -2.483 -5.900 0.251
H -3.493 -4.428 0.315
N -6.701 0.500 -5.030
C -5.876 0.095 -4.337
C -4.848 -0.413 -3.472
C -4.544 -1.773 -3.471
C -3.551 -2.254 -2.632
C -2.846 -1.410 -1.771
C -3.159 -0.047 -1.801
C -4.146 0.452 -2.635
H -5.082 -2.441 -4.131
H -3.316 -3.310 -2.663
H -2.624 0.644 -1.159
H -4.378 1.510 -2.642
I 5.678 0.072 -5.160
C 3.876 -0.722 -4.454
C 3.152 -1.586 -5.262
C 1.959 -2.108 -4.787
C 1.498 -1.770 -3.521
C 2.234 -0.902 -2.725
C 3.427 -0.370 -3.191
C 0.198 -2.357 -3.047
O -0.434 -3.135 -3.737
O -0.157 -1.970 -1.851
H 3.513 -1.847 -6.248
H 1.368 -2.783 -5.391
H 1.859 -0.628 -1.749
H 4.001 0.310 -2.575
C 4.166 6.944 0.381
C 3.365 5.673 0.282
C 2.001 5.701 0.042
C 1.246 4.532 -0.055
C -0.236 4.657 -0.301
C 1.878 3.296 0.104
Te 0.715 1.510 0.053
N -1.165 -0.696 0.636
C -2.293 -0.967 1.259
O -2.996 -1.956 0.817
C -2.749 -0.233 2.467
C -3.592 -0.860 3.378
C -3.994 -0.184 4.520
C -3.567 1.119 4.743
C -2.732 1.746 3.828
C -2.315 1.068 2.693
C 1.142 1.064 2.076
C 0.913 2.076 3.003
C 1.157 1.876 4.353
C 1.633 0.645 4.780
C 1.880 -0.356 3.853
C 1.652 -0.169 2.489
C 1.982 -1.275 1.527
C 3.266 3.248 0.333
C 4.005 1.949 0.496
C 3.981 4.436 0.420
H 3.532 7.820 0.249
H 4.948 6.975 -0.380
H 4.656 7.025 1.354
H 1.503 6.658 -0.078
H -0.489 5.681 -0.577
H -0.805 4.391 0.594
H -0.581 3.993 -1.093
H -3.908 -1.877 3.184
H -4.637 -0.675 5.239
H -3.884 1.645 5.636
H -2.397 2.761 4.005
H -1.648 1.530 1.975
H 0.539 3.036 2.662
H 0.965 2.671 5.062
H 1.817 0.463 5.832
H 2.263 -1.313 4.188
H 2.529 -2.072 2.031
H 2.589 -0.908 0.697
H 1.069 -1.708 1.112
H 3.779 1.267 -0.327
H 3.708 1.445 1.416
H 5.082 2.118 0.529
H 5.052 4.392 0.596

Output
**Energy relative to the best compared isomer or geometry (same formula, charge and spin)**: 0.0 kJ/mol
**E_tot**: -3805.300277 hartree
**Spin multiplicity**: 2
**Orbital gap (spin up / spin down)**: 7.387 / 7.386 eV
**Net charge**: -1

C41H36N3O2P2RuS as an isolated structure, computed with ωB97M-V/def2-TZVPD.

Cartesian coordinates (Å):
Ru 0.039 1.194 -0.599
C 0.481 -3.000 0.411
N 0.440 -1.956 -0.638
P 1.681 -0.794 -0.795
C 2.356 -1.003 -2.471
C 2.187 -2.191 -3.224
C 2.816 -2.340 -4.431
C 3.647 -1.313 -4.909
C 3.830 -0.129 -4.177
C 3.200 0.023 -2.972
C 3.260 -1.403 -0.156
C 3.720 -2.710 -0.436
C 4.958 -3.113 0.018
C 5.759 -2.216 0.719
C 5.319 -0.916 0.982
C 4.079 -0.503 0.541
P -0.963 -0.961 -0.913
C -2.438 -1.866 -0.487
C -2.551 -3.245 -0.694
C -3.766 -3.869 -0.487
C -4.874 -3.127 -0.093
C -4.771 -1.757 0.091
C -3.553 -1.124 -0.102
C -0.970 -0.720 -2.705
C -1.110 -1.711 -3.665
C -1.030 -1.380 -5.011
C -0.790 -0.068 -5.403
C -0.657 0.937 -4.454
C -0.768 0.603 -3.111
H 1.779 -3.133 1.876
H 0.968 -3.894 0.017
H -0.553 -3.241 0.658
H 1.530 -2.955 -2.827
H 2.690 -3.238 -5.021
H 4.161 -1.430 -5.854
H 4.475 0.639 -4.580
H 3.341 0.925 -2.386
H 3.097 -3.403 -0.986
H 5.311 -4.117 -0.174
H 6.733 -2.530 1.070
H 5.947 -0.238 1.545
H 3.724 0.493 0.769
H -1.701 -3.838 -1.011
H -3.856 -4.937 -0.634
H -5.823 -3.622 0.064
H -5.638 -1.180 0.383
H -3.484 -0.053 0.025
H -1.298 -2.736 -3.369
H -1.169 -2.144 -5.764
H -0.743 0.175 -6.455
H -0.523 1.965 -4.762
H -0.868 1.458 -2.407
C -4.811 0.207 5.932
C -3.586 0.264 5.076
C -3.677 0.558 3.713
C -2.546 0.638 2.923
C -1.300 0.428 3.494
C -1.178 0.133 4.850
C -2.322 0.055 5.627
S 0.206 0.400 2.546
O 1.131 -2.498 1.550
O 1.261 0.904 3.422
N -0.177 1.675 1.361
C -0.101 2.958 1.694
C -0.255 3.491 3.007
C -0.199 4.857 3.205
C 0.039 5.734 2.156
C 0.252 5.250 0.833
C 0.574 6.075 -0.259
C 0.823 5.495 -1.481
C 0.742 4.109 -1.607
N 0.425 3.308 -0.594
C 0.182 3.871 0.612
H -5.693 -0.055 5.349
H -4.991 1.179 6.394
H -4.697 -0.523 6.732
H -4.650 0.739 3.274
H -2.635 0.902 1.878
H -0.201 -0.025 5.286
H -2.230 -0.173 6.681
H -0.423 2.817 3.833
H -0.336 5.255 4.201
H 0.089 6.799 2.340
H 0.634 7.148 -0.134
H 1.084 6.091 -2.343
H 0.935 3.625 -2.557

Output
**E_tot**: -3073.481937 hartree
**Spin multiplicity**: 5
**Orbital gap (spin up / spin down)**: 7.270 / 3.603 eV
**Net charge**: +3

no.,strongest force on any atom (hartree/bohr)
1,0.007
2,0.024
3,0.017
4,0.014